{
  "formula": "C2H4N2S",
  "method": "ωB97M-V with the def2-TZVPD basis set",
  "s2": 2.01,
  "molar_mass_g_mol": 88.1,
  "homo_energy_ha": [-0.2662, -0.3587],
  "multiplicity": 3,
  "species": ["C", "C", "N", "N", "S", "H", "H", "H", "H"],
  "xyz": [[1.473608, -0.184392, 0.243049], [0.093443, 0.223679, 0.485616], [2.551769, -0.606775, 0.160426], [-0.229915, 1.466807, -0.027745], [-1.076339, -1.507058, -1.139965], [-0.478803, -0.101131, 1.458296], [0.249709, 1.520527, -0.922586], [-1.324262, 1.511556, -0.200321], [-1.259209, -2.323211, -0.056770]],
  "forces_ev_per_angstrom": [[-1.230, -0.266, 1.280], [1.280, -0.458, 2.687], [-0.530, 0.273, -0.323], [-3.179, -0.083, -1.059], [-0.653, -1.150, -0.223], [1.530, 0.481, -2.092], [-0.285, 0.643, -0.097], [2.943, 0.157, 0.342], [0.124, 0.403, -0.516]]
}

***

{
  "formula": "C6H13O4Tl",
  "method": "ωB97M-V with the def2-TZVPD basis set",
  "molar_mass_g_mol": 353.5,
  "homo_energy_ha": -0.3153,
  "species": ["O", "C", "O", "O", "C", "C", "H", "H", "C", "H", "H", "H", "C", "H", "H", "H", "H", "H", "Tl", "O", "C", "H", "H", "H"],
  "xyz": [[-0.299567, 1.203669, 0.239483], [-0.726064, 0.280365, -0.683008], [-1.947129, 0.376826, -0.914945], [0.175445, 0.207957, -1.702278], [1.385328, -0.530051, -1.534124], [-1.265489, 1.650101, 1.192294], [-1.833127, 2.512901, 0.818536], [-2.052434, 0.917321, 1.436987], [-0.519810, 1.961512, 2.465922], [-0.104633, 1.031032, 2.876652], [0.303225, 2.657383, 2.254859], [-1.208880, 2.397683, 3.201116], [2.271507, -0.253246, -2.726536], [1.156702, -1.605170, -1.492597], [1.901778, -0.232781, -0.610210], [1.854327, -0.737940, -3.619674], [3.279361, -0.645302, -2.535064], [2.325688, 0.828818, -2.906208], [-2.954769, -1.482580, -0.961747], [-1.036683, -1.637959, -0.031705], [-0.337444, -2.128057, 1.067327], [0.469138, -2.822748, 0.761637], [0.145840, -1.292191, 1.606834], [-0.982309, -2.657542, 1.796448]],
  "forces_ev_per_angstrom": [[0.600, -1.903, 0.286], [-0.591, 3.368, -0.437], [0.674, 1.245, -1.095], [-0.817, -1.071, 0.675], [0.534, -0.374, 0.327], [-0.740, -0.041, 0.782], [0.474, -0.054, -0.245], [0.532, -0.174, -0.485], [0.228, 0.126, 0.060], [-0.037, 0.298, -0.030], [-0.214, -0.122, 0.238], [0.249, -0.045, -0.142], [-0.129, 0.145, -0.237], [-0.088, 0.321, 0.200], [-0.293, -0.012, -0.084], [0.205, 0.185, 0.161], [-0.271, 0.099, -0.117], [0.111, -0.288, 0.024], [-2.831, -2.144, -0.764], [2.148, 0.560, 0.736], [0.455, -0.177, 0.334], [-0.240, 0.133, 0.134], [-0.080, -0.241, 0.000], [0.121, 0.163, -0.322]]
}

***

{
  "formula": "C7H13FO2Si",
  "method": "ωB97M-V with the def2-TZVPD basis set",
  "molar_mass_g_mol": 176.3,
  "homo_energy_ha": [-0.2172, -0.2173],
  "species": ["C", "C", "C", "C", "C", "C", "C", "O", "O", "F", "Si", "H", "H", "H", "H", "H", "H", "H", "H", "H", "H", "H", "H", "H"],
  "xyz": [[2.563904, 2.094960, 1.264071], [1.614515, 1.373532, 0.750900], [0.530473, 0.641655, 0.394708], [2.830355, -0.162331, -1.641889], [-3.529763, 0.379875, 1.571541], [-2.307445, -1.705943, -0.646414], [2.133279, -0.918739, -0.556694], [-0.648344, 0.860073, 0.758554], [0.699119, -0.482754, -0.397522], [-4.043835, 0.572380, -1.412854], [-3.317277, -0.168318, -0.201666], [3.230399, 1.655328, 1.979557], [3.122415, 2.867145, 0.698651], [2.274184, 0.815944, -1.937280], [3.811901, 0.116870, -1.225158], [2.933175, -0.694375, -2.594583], [-2.616979, 1.010141, 1.729549], [-4.266119, 1.053219, 1.727290], [-3.515199, -0.418533, 2.203556], [-2.227678, -2.003876, -1.778591], [-1.350969, -1.559975, -0.146303], [-2.693592, -2.669934, -0.187550], [2.630389, -0.696844, 0.377026], [2.143096, -1.959494, -0.728897]],
  "forces_ev_per_angstrom": [[1.809, -0.141, -1.227], [-1.867, -0.404, -0.500], [2.469, 0.548, 0.267], [-0.190, 2.063, -1.126], [2.750, 1.053, -3.234], [-1.309, -1.460, -1.219], [-1.994, 1.836, 0.444], [-2.956, -0.156, 0.004], [1.665, -1.220, -0.445], [0.317, -0.345, 0.881], [2.232, -0.362, 0.379], [0.025, 0.004, 1.224], [-0.772, 0.131, 0.186], [0.935, -1.591, 0.891], [-0.179, 0.070, -0.671], [0.133, -0.178, 0.321], [0.007, -0.792, -0.216], [-2.937, 1.748, 0.492], [-0.035, -2.209, 1.787], [0.051, 1.149, 2.127], [0.382, 0.373, -0.371], [-0.101, 1.226, -0.219], [-0.068, -0.131, 0.393], [-0.370, -1.211, -0.168]]
}

***

{
  "formula": "C6H13N5O3",
  "method": "ωB97M-V with the def2-TZVPD basis set",
  "molar_mass_g_mol": 203.2,
  "homo_energy_ha": [-0.2745, -0.2745],
  "species": ["C", "C", "C", "C", "C", "C", "N", "N", "N", "N", "N", "O", "O", "O", "H", "H", "H", "H", "H", "H", "H", "H", "H", "H", "H", "H", "H"],
  "xyz": [[1.150534, 1.823000, 1.380485], [0.685670, 2.310889, 0.019455], [-0.698537, 0.811808, 1.064155], [0.141346, -2.325581, -1.875831], [0.333997, -1.018706, -1.066141], [0.116367, -1.279701, 0.341788], [0.318038, 1.033464, 1.970577], [-0.625864, 1.619939, -0.081344], [-1.765522, 2.361084, -0.364457], [1.008017, -1.884466, 2.409119], [-1.817865, 0.234165, 1.489277], [-1.768725, -0.520434, 2.484144], [-2.864529, 0.347652, 0.838075], [1.139110, -1.321000, 1.133181], [1.975114, 2.158521, 1.817136], [0.823113, 3.434615, 0.117660], [1.292478, 1.793916, -0.812419], [-0.865134, -2.707652, -1.763384], [0.618287, -3.217086, -1.379902], [0.183954, -2.034764, -2.996079], [-0.462217, -0.302991, -1.365103], [1.220511, -0.533206, -1.373942], [-0.673969, -2.013737, 0.638606], [-1.851671, 3.102931, 0.238143], [-2.579110, 1.748758, -0.217544], [0.106161, -1.372465, 2.635942], [1.869488, -1.617480, 2.850310]],
  "forces_ev_per_angstrom": [[-4.149, -1.861, -1.675], [0.986, -1.209, -0.177], [2.208, -0.446, -0.490], [-0.750, -0.006, -0.428], [-1.974, -0.305, -1.286], [-0.506, -0.498, 1.776], [1.206, 0.840, -0.130], [0.403, 0.187, 0.280], [-0.866, -0.514, -2.742], [-2.954, -0.047, -0.517], [-1.619, -1.791, 0.881], [0.023, 0.009, 0.351], [-0.665, -0.310, -0.258], [2.322, 0.306, -2.145], [3.525, 1.244, 1.915], [-0.919, -1.118, -1.051], [-0.270, 1.579, 1.080], [-0.804, 0.513, 0.016], [0.841, 1.004, -1.386], [0.762, -1.236, 1.798], [0.207, -0.330, 0.051], [1.330, 0.390, 0.377], [0.005, 1.025, -0.188], [-0.266, 2.248, 2.026], [0.629, 0.305, -0.290], [1.483, -0.611, 1.629], [-0.192, 0.631, 0.584]]
}